No. 1
119
Properties=species:S:1:pos:R:3:forces:R:3:lowdin_charge:R:1 method="wB97M-V/def2-TZVPD" spin_multiplicity=1 homo_lumo_gap_ev=2.561 total_charge=+1 e_tot_ha=-3042.83762
Ag -1.905 -6.248 2.876 0.1 0.3 0.0 0.56
Ag -4.184 -3.411 -1.729 0.5 0.7 0.2 0.70
Ag -1.917 -2.518 -5.961 0.0 -0.2 0.5 0.85
O -1.023 -2.390 0.657 0.1 2.0 -1.7 -0.36
C -0.890 -0.979 0.329 -0.2 -2.9 1.9 -0.35
C -0.607 -0.416 -1.149 -2.6 -0.5 -1.7 -0.34
O -1.650 -0.478 -2.169 2.3 -0.4 2.3 -0.36
H 0.007 -0.635 0.843 0.4 0.2 0.0 0.08
H -1.724 -0.488 0.830 -0.4 0.5 -0.6 0.08
H 0.373 -0.810 -1.418 0.0 -0.6 -0.5 0.08
H -0.391 0.614 -0.865 -0.4 0.5 -0.1 0.08
C -1.662 6.312 3.352 0.6 0.8 0.3 -0.08
C -0.503 5.405 2.904 -1.4 0.1 0.6 -0.41
C -0.172 4.274 3.927 0.6 -0.3 0.2 -0.17
O 0.776 4.674 4.947 0.0 -0.3 -0.3 -0.19
C 1.392 3.718 5.845 -0.9 0.5 0.0 -0.09
N -1.002 4.788 1.672 0.5 -0.5 -0.2 0.01
H -1.873 7.115 2.646 0.4 0.0 -0.4 0.07
H -1.361 6.856 4.247 -0.3 -0.2 0.4 0.08
H -2.629 5.817 3.435 0.3 -0.4 0.4 0.08
H 0.363 6.021 2.660 0.3 -0.1 0.6 0.14
H 0.181 3.434 3.328 0.8 -0.2 -0.1 0.10
H -1.066 3.835 4.369 -0.4 0.5 0.3 0.12
H 1.847 2.840 5.387 0.3 0.3 -0.5 0.08
H 0.728 3.309 6.607 -0.8 0.0 -0.2 0.07
H 2.092 4.276 6.468 0.3 0.1 -0.6 0.08
H -0.250 4.217 1.312 0.1 -0.4 -0.3 0.06
H -1.055 5.534 0.993 -0.3 0.2 -0.2 0.07
C 6.400 0.459 0.584 0.0 -0.5 0.9 -0.06
C 7.089 1.464 1.537 0.0 -0.7 -2.1 -0.42
C 8.526 1.029 1.762 1.3 -0.5 0.3 -0.23
O 9.238 1.984 2.512 -0.2 0.7 1.0 -0.21
C 10.616 1.708 2.682 -0.3 0.2 0.0 -0.10
N 7.102 2.719 0.829 -0.1 1.7 0.5 0.01
H 5.434 0.814 0.225 0.2 0.3 -0.1 0.07
H 6.202 -0.523 1.014 0.1 0.0 0.3 0.07
H 7.082 0.264 -0.244 -0.1 0.2 -0.2 0.08
H 6.535 1.744 2.433 0.1 -0.9 0.4 0.14
H 9.139 0.990 0.862 -0.7 -0.2 -1.1 0.12
H 8.648 0.026 2.171 -0.3 -0.2 0.6 0.13
H 11.092 2.583 3.123 -0.2 0.0 0.1 0.09
H 11.119 1.543 1.729 -0.1 -0.2 -0.3 0.09
H 10.767 0.848 3.335 0.0 -0.1 0.0 0.09
H 7.736 3.235 1.422 0.1 1.0 -0.3 0.06
H 7.515 2.743 -0.092 0.2 -0.7 -0.1 0.07
C -0.470 -7.546 -5.050 -0.3 -0.8 -0.9 -0.07
C 0.209 -6.568 -4.203 1.5 1.6 0.7 -0.46
C 1.348 -5.759 -4.901 -0.6 0.8 0.0 -0.18
O 0.883 -5.132 -6.070 -1.5 -0.8 -1.7 -0.23
C 1.871 -4.849 -7.026 -0.3 1.3 0.0 -0.11
N -0.762 -5.660 -3.570 0.3 0.0 0.3 0.03
H -1.180 -8.149 -4.484 0.2 -0.2 0.2 0.08
H 0.345 -8.159 -5.434 -0.5 -0.4 -0.5 0.10
H -1.076 -7.079 -5.826 0.4 0.0 -0.3 0.09
H 0.685 -7.093 -3.374 0.5 -0.3 -0.1 0.13
H 2.249 -6.331 -5.125 -0.1 -0.4 0.2 0.13
H 1.620 -4.839 -4.384 0.5 -0.6 1.5 0.12
H 1.431 -4.160 -7.747 -0.2 -0.1 -0.1 0.08
H 2.260 -5.684 -7.608 0.2 -0.3 0.5 0.10
H 2.613 -4.231 -6.520 0.8 -0.3 -0.2 0.09
H -1.191 -6.296 -2.912 -1.0 -0.1 0.1 0.06
H -0.190 -5.155 -2.909 0.1 0.9 0.1 0.06
C -0.205 -2.919 7.143 0.2 0.1 -0.7 -0.08
C -0.736 -1.684 6.433 -0.2 -0.3 -0.6 -0.36
O -1.484 -0.979 7.351 -0.6 1.3 1.9 -0.08
H 0.460 -2.688 7.976 -0.2 0.4 0.1 0.08
H 0.421 -3.478 6.448 -0.2 -0.3 -0.1 0.07
H -1.046 -3.507 7.511 0.2 -0.1 0.0 0.07
H -1.470 -1.873 5.649 0.4 -1.0 -0.7 0.10
H 0.033 -1.073 5.962 0.4 0.0 0.2 0.11
H -1.882 -0.203 6.951 0.1 0.0 0.0 0.09
C -6.431 -2.540 2.717 0.8 -0.5 -4.0 -0.79
O -6.453 -2.752 1.492 0.9 -0.3 0.6 -0.02
N -7.502 -2.549 3.419 -5.2 -0.5 1.9 0.16
N -5.411 -2.306 3.484 4.1 0.7 1.2 0.17
H -7.517 -2.166 4.353 -0.5 -0.5 -0.3 0.12
H -8.188 -3.196 3.056 -0.5 0.7 0.5 0.13
H -4.474 -2.347 3.110 -0.1 0.4 0.3 0.12
H -5.595 -2.220 4.474 0.8 -0.1 -0.3 0.11
C -2.654 4.193 -5.657 0.3 1.2 -1.4 -0.85
O -2.560 5.159 -6.349 0.1 2.4 -1.3 0.07
N -1.880 3.828 -4.704 4.5 0.2 4.0 0.16
N -3.526 3.260 -5.779 -5.1 -3.5 -2.0 0.15
H -1.044 4.387 -4.609 0.1 -0.5 0.6 0.13
H -2.028 2.899 -4.337 1.0 0.7 0.5 0.11
H -4.136 3.333 -6.581 -0.1 -0.5 0.3 0.12
H -3.338 2.396 -5.290 -0.9 0.1 -0.7 0.10
C -6.004 4.264 -0.839 -3.1 -1.7 0.3 -0.75
O -7.137 4.220 -1.308 0.3 -0.4 -0.8 0.01
N -5.555 5.327 -0.241 1.9 4.0 1.3 0.16
N -5.239 3.195 -0.571 1.0 -1.4 -0.5 0.15
H -4.601 5.365 0.087 -0.3 0.2 0.0 0.10
H -6.037 6.210 -0.331 0.1 -0.3 -0.2 0.12
H -5.583 2.271 -0.788 0.4 0.3 0.1 0.11
H -4.349 3.382 -0.131 -0.2 -0.8 -0.1 0.10
C 2.906 5.545 -1.989 -0.4 1.6 -1.6 -0.78
O 2.002 6.111 -2.549 -1.6 0.7 -0.5 0.03
N 2.957 4.249 -1.787 0.1 -3.5 1.0 0.15
N 4.040 6.148 -1.647 2.1 0.6 1.2 0.16
H 2.265 3.607 -2.146 0.1 0.4 0.2 0.11
H 3.750 3.892 -1.273 -0.4 -0.4 -0.2 0.10
H 4.713 5.540 -1.203 0.4 0.9 -0.1 0.10
H 4.241 7.122 -1.826 -0.3 -0.4 0.1 0.12
C -6.810 -2.000 -4.911 1.1 -1.6 -0.5 -0.82
O -5.999 -2.793 -5.324 2.2 -1.5 -0.6 0.00
N -6.555 -0.984 -4.140 0.9 2.5 1.8 0.17
N -8.083 -2.109 -5.128 -4.2 -0.2 -1.0 0.17
H -7.389 -0.441 -3.965 1.1 0.8 0.8 0.12
H -5.595 -0.732 -3.953 -0.5 0.4 0.1 0.12
H -8.507 -2.910 -5.575 0.3 0.4 0.0 0.13
H -8.638 -1.296 -4.902 -0.5 -0.7 -0.3 0.11
C 3.087 -5.270 2.269 2.6 1.8 2.8 -0.81
O 4.096 -5.787 2.657 1.6 -1.6 0.3 0.06
N 2.718 -4.071 2.738 -0.7 2.3 1.0 0.15
N 2.246 -5.700 1.411 -3.8 -2.3 -3.8 0.16
H 1.867 -3.646 2.397 0.4 0.4 0.3 0.09
H 3.354 -3.560 3.332 -0.3 -0.1 -0.2 0.12
H 2.217 -6.662 1.105 0.2 0.4 0.0 0.12
H 1.488 -5.061 1.220 -0.1 -0.7 -0.5 0.10

***

No. 2
108
Properties=species:S:1:pos:R:3:forces:R:3:lowdin_charge:R:1 method="wB97M-V/def2-TZVPD" spin_multiplicity=5 homo_lumo_gap_ev="6.245 / 6.650" total_charge=+1 s2=6.0204 e_tot_ha=-3677.98294
Hg 2.012 0.530 -0.639 0.8 0.3 -0.5 1.36
Cr -2.888 -0.770 1.598 0.2 -0.1 1.7 1.00
S -0.489 -0.310 0.357 -2.6 -1.2 -1.1 0.28
O -1.571 0.566 0.727 -1.1 2.9 -0.3 -0.34
O -1.124 -1.593 0.630 1.0 -2.2 -0.2 -0.33
O -0.049 -0.223 -1.052 0.1 0.5 -1.1 -0.35
O 0.710 -0.031 1.059 2.2 0.5 3.0 -0.34
O -2.078 -0.571 3.442 -0.6 -0.4 -2.4 -0.37
H -1.109 -0.694 3.438 -0.7 0.0 0.2 -0.06
C -2.981 2.333 -2.055 0.2 -0.8 -1.0 -0.07
C -1.915 3.383 -2.320 -0.2 -1.0 1.8 -0.31
O -2.237 4.513 -1.560 -0.2 1.8 -0.8 -0.08
H -3.986 2.745 -2.143 0.1 0.1 0.1 0.09
H -2.836 1.822 -1.103 -0.2 0.3 0.2 0.05
H -2.878 1.539 -2.794 -0.1 -0.2 -0.2 0.06
H -1.752 3.571 -3.382 -0.3 0.5 0.2 0.12
H -0.993 3.011 -1.873 0.6 -0.4 -0.6 0.08
H -2.204 4.299 -0.624 0.1 -0.4 0.1 0.04
C 0.603 -5.726 -1.080 0.1 -1.1 0.2 -0.06
C -0.065 -4.778 -0.131 -0.5 -0.4 0.0 -0.30
O 0.558 -3.557 -0.302 1.6 1.7 -0.6 -0.13
H 0.107 -6.695 -1.028 -0.1 -0.1 -0.1 0.08
H 1.644 -5.934 -0.834 0.1 0.3 0.1 0.08
H 0.544 -5.359 -2.105 0.0 0.0 0.1 0.07
H -0.016 -5.023 0.929 -0.1 -0.6 0.0 0.11
H -1.110 -4.699 -0.433 -0.3 0.0 0.2 0.12
H 0.044 -2.796 -0.022 -0.8 -0.2 0.4 0.02
C 4.561 -0.654 2.150 0.1 0.1 -0.1 -0.04
C 3.987 0.743 1.839 -0.1 -1.4 1.2 -0.24
O 3.952 0.935 0.419 0.0 0.3 -0.6 -0.16
H 3.956 -1.502 1.831 -0.7 0.5 -0.1 0.06
H 4.692 -0.794 3.223 0.2 0.2 0.0 0.09
H 5.485 -0.852 1.607 0.4 0.4 0.3 0.08
H 4.548 1.591 2.232 0.2 -0.3 0.3 0.13
H 2.979 0.799 2.250 -0.1 0.1 -0.2 0.09
H 4.837 1.242 0.210 0.0 0.1 -0.8 0.12
C -1.930 5.202 2.148 0.5 1.1 -0.8 -0.07
C -1.873 3.716 2.190 -1.1 -0.3 0.9 -0.29
O -1.575 3.202 0.898 0.6 0.6 0.0 -0.11
H -2.587 5.551 1.352 -0.2 -0.2 0.0 0.08
H -0.952 5.585 1.854 0.2 0.2 0.1 0.07
H -2.237 5.732 3.049 0.1 -0.5 0.2 0.09
H -2.852 3.338 2.483 -0.2 -0.1 0.0 0.13
H -1.198 3.346 2.962 0.4 -0.1 -0.1 0.10
H -1.813 2.272 0.910 0.1 -0.4 -0.2 0.03
C -5.411 -0.296 -2.158 -0.1 0.0 0.0 -0.07
C -5.028 -1.308 -1.082 -1.0 1.1 -0.3 -0.25
O -3.731 -1.018 -0.553 -0.7 -0.4 1.6 -0.14
H -6.429 -0.514 -2.480 0.0 -0.1 -0.2 0.08
H -4.727 -0.323 -3.006 -0.1 -0.2 -0.1 0.08
H -5.421 0.733 -1.800 0.1 -0.1 0.3 0.07
H -5.132 -2.310 -1.498 0.5 -0.2 0.2 0.12
H -5.764 -1.207 -0.285 0.2 -0.2 0.3 0.12
H -3.120 -1.140 -1.284 1.1 0.3 -0.7 0.03
C -0.547 0.815 -5.672 0.0 -0.1 0.2 -0.05
C 0.359 1.261 -4.493 -0.9 -0.6 -0.5 -0.31
O 1.683 1.156 -4.912 1.5 -0.4 -0.6 -0.07
H -0.195 1.141 -6.651 0.1 0.7 0.2 0.08
H -1.593 1.087 -5.530 0.1 0.4 0.0 0.07
H -0.588 -0.261 -5.838 0.3 -0.2 0.6 0.05
H 0.210 0.572 -3.662 -0.4 0.0 0.3 0.08
H 0.225 2.283 -4.140 -0.7 0.1 -0.2 0.10
H 2.263 1.209 -4.149 0.1 0.1 -0.1 0.06
C -0.367 -2.593 -3.632 -0.5 -0.2 0.6 -0.04
C -1.603 -2.449 -2.713 1.2 0.6 -0.8 -0.23
O -1.850 -1.027 -2.591 -1.7 -1.3 -0.3 -0.12
H 0.046 -3.602 -3.614 -0.3 -0.2 -0.4 0.07
H 0.448 -1.984 -3.243 -0.1 0.3 0.1 0.05
H -0.626 -2.245 -4.632 0.2 -0.2 0.0 0.07
H -1.402 -2.890 -1.737 -0.1 0.0 0.1 0.08
H -2.482 -2.937 -3.134 0.0 0.2 -0.1 0.12
H -1.122 -0.680 -2.070 0.3 0.3 -0.1 -0.02
C 1.992 3.908 1.673 -0.1 -0.1 0.1 -0.04
C 1.935 3.673 0.177 2.3 1.4 1.0 -0.31
O 1.044 2.664 -0.135 -0.1 -0.7 -1.1 -0.13
H 2.386 3.005 2.140 -0.2 0.1 0.4 0.06
H 0.993 4.138 2.043 -0.1 -0.2 0.1 0.07
H 2.600 4.770 1.952 0.2 -0.1 -0.2 0.09
H 2.908 3.309 -0.153 0.2 0.1 -0.1 0.10
H 1.838 4.652 -0.293 -0.9 -0.2 -0.6 0.13
H 0.184 2.903 0.219 -1.3 -0.1 0.3 0.06
C 0.353 -3.303 3.338 0.2 1.0 -0.1 -0.06
C 1.627 -2.582 2.887 -0.2 -1.3 0.4 -0.32
O 1.531 -1.210 3.169 0.4 -0.1 0.3 -0.09
H 0.427 -4.390 3.305 -0.1 0.1 0.0 0.08
H -0.439 -2.902 2.706 -0.3 -0.5 -0.2 0.05
H 0.098 -2.921 4.327 0.1 -0.4 0.2 0.08
H 1.765 -2.780 1.825 0.1 0.2 -0.3 0.08
H 2.506 -3.006 3.373 0.1 0.2 0.3 0.12
H 1.042 -0.857 2.422 0.0 0.5 0.2 -0.01
C 3.501 -2.660 -2.661 0.8 -0.8 -0.7 -0.07
C 3.700 -2.135 -1.264 -0.3 -0.8 -0.4 -0.28
O 2.452 -1.786 -0.676 0.9 1.9 0.0 -0.16
H 3.028 -3.640 -2.733 -0.5 0.1 0.5 0.08
H 4.491 -2.891 -3.054 0.2 0.3 -0.2 0.09
H 2.999 -2.003 -3.371 0.0 0.3 0.3 0.08
H 4.342 -1.254 -1.287 -0.1 0.1 0.2 0.10
H 4.173 -2.890 -0.637 0.2 0.0 0.0 0.13
H 1.953 -2.549 -0.375 -0.7 -1.0 0.0 0.04
C 0.663 1.512 4.590 -0.3 -0.3 0.1 -0.09
C -0.132 0.910 5.761 0.8 0.8 0.1 -0.30
O -1.437 1.470 5.814 -0.1 -0.6 -0.3 -0.07
H 1.705 1.194 4.576 0.0 0.0 0.1 0.07
H 0.619 2.601 4.608 0.1 0.1 0.2 0.07
H 0.201 1.202 3.652 0.0 -0.1 -0.1 0.05
H 0.341 1.136 6.717 0.4 0.1 0.1 0.11
H -0.101 -0.179 5.710 -0.8 0.0 -0.3 0.11
H -1.304 2.416 5.907 -0.1 0.1 0.1 0.08